Below is a cluster of 11 separate species, C37H66Br21O5 in total, with properties calculated with ωB97M-V/def2-TZVPD.

The geometry in ORCA input format:
```
! wB97M-V def2-TZVPD RIJCOSX def2/J DEFGRID3
* xyz -1 1
C 3.300 0.754 5.287
C 2.308 0.482 4.011
C 2.849 1.048 2.535
C 0.972 -0.166 4.036
C 0.556 -1.575 4.750
C 1.784 -2.443 5.392
C 2.619 -3.371 4.325
C 2.397 -2.987 2.748
C 4.185 -3.380 4.824
C 5.088 -4.471 4.000
C 6.706 -4.092 3.932
C 7.508 -4.364 5.356
C 9.081 -3.923 5.343
C 9.395 -2.350 5.629
Br 7.841 -1.213 6.141
O 7.208 -5.250 3.119
C 7.406 -4.878 1.707
O 7.061 -5.555 0.606
O 8.039 -3.526 1.843
C 7.208 -2.904 2.927
C 6.078 -2.100 2.000
O 5.161 -1.247 2.523
O 6.018 -2.234 0.506
H 3.975 1.708 5.056
H 2.749 0.822 6.324
H 4.063 -0.163 5.320
H 3.907 1.568 2.612
H 2.093 1.925 2.247
H 2.765 0.256 1.679
H 0.105 0.398 3.438
H -0.236 -1.332 5.601
H -0.012 -2.270 3.976
H 1.284 -3.205 6.163
H 2.565 -1.833 6.013
H 2.230 -4.492 4.452
H 1.268 -3.211 2.436
H 3.051 -3.638 1.999
H 2.624 -1.863 2.514
H 4.669 -2.295 4.867
H 4.171 -3.750 5.959
H 5.020 -5.504 4.595
H 4.728 -4.694 2.908
H 6.898 -3.981 6.308
H 7.505 -5.553 5.477
H 9.489 -4.159 4.246
H 9.664 -4.684 6.049
H 9.895 -1.895 4.673
H 10.228 -2.318 6.483
H 7.862 -2.018 3.318
Br 1.710 4.508 1.370
C -0.022 4.228 0.516
C -1.155 4.460 1.488
Br -1.361 2.950 2.706
H -0.011 3.219 0.095
H -0.057 4.956 -0.299
H -2.109 4.530 0.958
H -1.020 5.352 2.106
Br -4.876 0.639 0.995
C -5.136 2.529 1.404
C -5.637 3.286 0.197
Br -4.196 3.623 -1.075
H -4.185 2.906 1.789
H -5.880 2.546 2.206
H -5.998 4.277 0.485
H -6.427 2.761 -0.348
Br 8.880 -2.307 -4.837
C 8.344 -1.960 -2.994
C 7.230 -2.885 -2.565
Br 5.517 -2.322 -3.311
H 8.076 -0.901 -2.934
H 9.244 -2.137 -2.398
H 7.093 -2.848 -1.481
H 7.385 -3.923 -2.872
Br 3.003 -5.787 -6.943
C 4.905 -6.193 -6.789
C 5.700 -4.959 -6.434
Br 5.936 -3.800 -7.986
H 5.211 -6.650 -7.734
H 4.972 -6.938 -5.992
H 6.714 -5.229 -6.125
H 5.236 -4.353 -5.651
Br -8.765 4.351 -1.590
C -9.848 2.772 -1.219
C -10.279 2.731 0.228
Br -8.815 2.164 1.386
H -9.258 1.902 -1.520
H -10.717 2.862 -1.878
H -11.064 1.984 0.377
H -10.627 3.697 0.605
Br 3.362 2.601 -3.148
C 4.078 1.311 -4.425
C 4.177 1.909 -5.809
Br 2.429 1.993 -6.670
H 3.435 0.427 -4.379
H 5.069 1.054 -4.043
H 4.784 1.274 -6.460
H 4.585 2.923 -5.815
Br 5.138 -9.807 -5.311
C 7.040 -10.213 -5.157
C 7.835 -8.978 -4.802
Br 8.071 -7.819 -6.353
H 7.346 -10.670 -6.102
H 7.107 -10.958 -4.360
H 8.849 -9.249 -4.493
H 7.370 -8.373 -4.019
Br -8.512 8.562 -1.031
C -10.244 8.283 -1.885
C -11.377 8.515 -0.913
Br -11.583 7.005 0.305
H -10.233 7.273 -2.306
H -10.279 9.011 -2.700
H -12.331 8.585 -1.442
H -11.242 9.407 -0.295
Br -10.015 9.312 -5.122
C -11.747 9.033 -5.976
C -12.880 9.265 -5.004
Br -13.086 7.755 -3.786
H -11.736 8.024 -6.397
H -11.782 9.761 -6.791
H -13.834 9.335 -5.533
H -12.745 10.157 -4.386
Br -13.883 3.184 -1.737
C -15.207 3.033 -0.312
C -14.545 2.941 1.042
Br -13.813 1.160 1.351
H -15.834 2.169 -0.549
H -15.809 3.943 -0.387
H -15.277 3.090 1.841
H -13.723 3.651 1.172
*
```

- E_HOMO: -0.1769 hartree
- E: -1520561.2680 eV
- E_LUMO: 0.03346 hartree
- Frontier orbital gap: 5.725 eV

=====

Below is the molecule C3H6N4OS, with properties calculated with ωB97M-V/def2-TZVPD.

The geometry in ORCA input format:
```
! wB97M-V def2-TZVPD RIJCOSX def2/J DEFGRID3
* xyz 0 1
C 0.271 2.035 1.045
C 1.053 0.001 0.824
C -1.592 -1.717 -1.215
N -0.564 1.505 0.219
N -0.086 0.170 -0.020
N 1.389 1.295 1.298
N 1.700 -1.040 1.049
O -0.451 0.112 -2.917
S -1.199 0.070 -1.705
H 0.257 3.138 1.126
H -1.589 -1.893 -0.124
H -0.915 -2.472 -1.796
H -2.621 -1.770 -1.677
H 1.954 1.562 2.056
H 2.392 -0.996 1.836
*
```

- E_HOMO: -0.2950 hartree
- E: -22047.6673 eV
- E_LUMO: -0.00674 hartree
- Frontier orbital gap: 7.843 eV
- Energy relative to the best compared isomer or geometry (same formula, charge and spin): 37.71 kcal per mole

=====

Below is a cluster of 2 separate species, C5H13NO in total, with properties calculated with ωB97M-V/def2-TZVPD.

The geometry in ORCA input format:
```
! wB97M-V def2-TZVPD RIJCOSX def2/J DEFGRID3
* xyz -1 2
C 1.963 -0.718 -1.784
N 0.876 -0.030 -1.133
C 1.209 0.346 0.248
C 1.031 -0.901 1.101
C 0.006 -1.791 0.285
C -0.267 -0.898 -0.950
H 2.775 -0.060 -2.102
H 1.601 -1.120 -2.740
H 2.322 -1.625 -1.276
H 2.177 0.831 0.245
H 0.541 1.127 0.617
H 0.528 -0.782 2.066
H 1.951 -1.435 1.291
H -0.949 -1.864 0.798
H 0.474 -2.738 0.074
H -0.538 -1.473 -1.844
H -1.170 -0.297 -0.769
H -4.604 3.080 1.130
H -3.140 3.272 1.368
O -3.991 3.331 1.849
*
```

- E_HOMO (spin up / spin down): 0.0439 / -0.2064 hartree
- E: -8931.5601 eV
- E_LUMO (spin up / spin down): 0.13414 / 0.12725 hartree
- Frontier orbital gap (spin up / spin down): 2.456 / 9.080 eV
- Energy relative to the best compared isomer or geometry (same formula, charge and spin): 27.67 kcal per mole

=====

Below is a cluster of 2 separate species, C4H14N4 in total, with properties calculated with ωB97M-V/def2-TZVPD.

The geometry in ORCA input format:
```
! wB97M-V def2-TZVPD RIJCOSX def2/J DEFGRID3
* xyz 2 1
C -0.025 -1.964 -0.496
C 2.287 -0.051 -1.012
C 0.481 1.324 0.246
C 1.356 -0.018 0.254
N -0.477 -3.018 -1.077
N 0.344 -1.010 0.095
N 2.054 -0.125 1.464
N -3.509 1.546 0.543
H 1.669 0.475 -1.835
H 3.144 0.562 -0.862
H 2.774 -1.058 -1.266
H 1.025 2.214 -0.114
H -0.442 1.378 -0.466
H 0.102 1.453 1.257
H -1.197 -2.952 -1.759
H -3.438 0.953 1.608
H -0.138 -3.903 -0.815
H 1.704 -0.189 2.410
H 2.970 -0.654 1.289
H -2.773 1.363 -0.127
H -3.551 2.475 0.686
H -4.359 1.198 -0.021
*
```

- E_HOMO: -0.6033 hartree
- E: -10316.8798 eV
- E_LUMO: -0.27728 hartree
- Frontier orbital gap: 8.873 eV
- Energy relative to the best compared isomer or geometry (same formula, charge and spin): 67.51 kcal per mole

=====

Below is a cluster of 2 separate species, C9H14 in total, with properties calculated with ωB97M-V/def2-TZVPD.

The geometry in ORCA input format:
```
! wB97M-V def2-TZVPD RIJCOSX def2/J DEFGRID3
* xyz 0 1
C -0.546 -0.213 2.279
C -0.579 -0.644 0.837
C -1.572 -0.166 -0.015
C 0.291 -1.624 0.358
C -1.682 -0.612 -1.321
C 0.203 -2.051 -0.956
C -0.798 -1.581 -1.784
H -0.813 0.828 2.419
H 0.446 -0.363 2.702
H -2.229 0.596 0.375
H 1.102 -1.961 0.986
H -2.442 -0.255 -2.008
H 0.929 -2.756 -1.330
H -0.871 -1.960 -2.792
H -1.226 -0.845 2.858
C 1.197 2.396 0.259
C 2.553 2.916 -0.194
H 0.567 3.131 0.772
H 0.646 1.992 -0.588
H 1.359 1.578 0.961
H 2.537 3.666 -0.979
H 3.108 3.380 0.627
H 3.213 2.107 -0.501
*
```

- E_HOMO: -0.3317 hartree
- E: -9560.0634 eV
- E_LUMO: 0.03696 hartree
- Frontier orbital gap: 10.033 eV
- Energy relative to the best compared isomer or geometry (same formula, charge and spin): 2.72 kcal per mole
- SMILES: Cc1ccccc1.CC

=====

Below is a cluster of 2 separate species, C3H11N2O in total, with properties calculated with ωB97M-V/def2-TZVPD.

The geometry in ORCA input format:
```
! wB97M-V def2-TZVPD RIJCOSX def2/J DEFGRID3
* xyz 1 1
C -0.241 0.136 -2.178
C 0.125 0.003 -0.666
C -0.821 -0.910 0.218
N -0.511 -0.981 1.553
N 0.143 1.396 -0.142
H 0.603 0.549 -2.705
H -0.350 -0.889 -2.635
H -1.128 0.753 -2.420
H -1.838 -0.553 0.044
H -0.780 -2.063 -0.188
H -1.377 -1.028 1.998
H -0.575 1.951 0.313
H 1.030 1.587 0.370
H 1.175 -0.363 -0.503
H 2.201 0.215 2.776
H 0.748 -0.155 2.092
O 1.596 0.351 2.072
*
```

- E_HOMO: -0.5242 hartree
- E: -8304.6567 eV
- E_LUMO: -0.33257 hartree
- Frontier orbital gap: 5.215 eV
- Energy relative to the best compared isomer or geometry (same formula, charge and spin): 164.55 kcal per mole

=====

Below is the ion CH3N4Si with charge -1, with properties calculated with ωB97M-V/def2-TZVPD.

The geometry in ORCA input format:
```
! wB97M-V def2-TZVPD RIJCOSX def2/J DEFGRID3
* xyz -1 1
C -2.028 0.042 0.081
N -4.077 -0.638 -0.039
N -2.888 -1.145 0.032
N -2.811 1.108 0.032
N -4.059 0.670 -0.041
Si -0.189 0.007 0.034
H 0.393 1.358 -0.081
H 0.303 -0.751 -1.132
H 0.477 -0.610 1.206
*
```

- E_HOMO: -0.1730 hartree
- E: -14923.4476 eV
- E_LUMO: 0.14327 hartree
- Frontier orbital gap: 8.607 eV
- Energy relative to the best compared isomer or geometry (same formula, charge and spin): 5.90 kcal per mole

=====

Below is a structure of composition C23H43BrCl2N3O4RhSi, with properties calculated with ωB97M-V/def2-TZVPD.

The geometry in ORCA input format:
```
! wB97M-V def2-TZVPD RIJCOSX def2/J DEFGRID3
* xyz 0 5
C 3.326 -2.165 -5.953
C 2.943 -1.469 -7.236
H 2.809 -3.125 -5.891
H 3.081 -1.614 -5.031
H 4.410 -2.339 -5.965
C 3.016 -2.079 -8.443
C 3.388 -3.480 -8.651
H 2.788 -1.506 -9.325
H 2.785 -4.196 -8.088
H 4.441 -3.681 -8.431
H 3.205 -3.674 -9.706
Rh 0.920 0.383 -2.304
Cl 2.527 1.742 -3.021
C -0.440 2.866 -2.665
O -0.735 1.661 -2.847
N -1.356 3.824 -2.823
C -2.718 3.432 -3.104
C -0.955 5.218 -2.918
H 0.574 3.182 -2.399
H -3.064 2.714 -2.361
H -2.816 2.989 -4.095
H -3.330 4.325 -3.060
H -0.185 5.440 -2.172
H -1.816 5.865 -2.754
H -0.521 5.459 -3.899
H -2.258 1.940 1.130
H -0.324 1.481 3.681
C -2.103 0.877 1.357
C -0.419 0.503 3.183
N -0.728 0.636 1.767
H -2.321 0.289 0.457
C 0.233 0.735 0.832
O -0.071 1.029 -0.347
H 0.528 -0.033 3.318
H 1.273 0.576 1.173
H -2.764 0.583 2.174
H -1.223 -0.040 3.690
H 0.104 -4.384 0.057
H -0.177 -3.465 -3.371
C -0.910 -4.235 -0.357
C -1.097 -3.655 -2.792
N -0.918 -3.216 -1.408
H -1.575 -3.972 0.481
C -0.675 -1.919 -1.162
O -0.761 -1.033 -2.059
H -1.929 -3.117 -3.270
H -0.452 -1.675 -0.101
H -1.277 -5.166 -0.806
H -1.292 -4.731 -2.758
O 3.030 0.578 -5.987
C 2.646 -0.054 -7.116
C 1.123 0.186 -9.042
C 2.058 0.760 -8.154
H 0.818 -0.842 -8.851
C 0.608 0.896 -10.125
H 3.792 0.647 -6.605
C 2.270 2.162 -8.248
H -0.022 0.371 -10.844
C 0.902 2.250 -10.283
C 1.724 2.864 -9.329
H 2.868 2.662 -7.482
H 0.549 2.792 -11.162
H 1.982 3.916 -9.461
Si -1.801 -0.698 -6.282
Cl -0.652 -2.392 -6.174
C -2.379 -0.702 -8.039
C -0.731 0.859 -6.064
C -2.828 -0.616 -4.727
H -2.073 0.293 -8.454
H -3.454 -0.861 -8.195
H -1.803 -1.511 -8.526
H -3.621 -1.364 -4.740
H -3.285 0.369 -4.553
H -2.161 -0.841 -3.877
H -0.304 1.106 -7.048
H 0.095 0.638 -5.344
H -1.305 1.703 -5.634
Br 2.354 -1.271 -1.358
*
```

- E_HOMO (spin up / spin down): -0.2210 / -0.2749 hartree
- E: -143181.8197 eV
- E_LUMO (spin up / spin down): 0.01242 / 0.01144 hartree
- Frontier orbital gap (spin up / spin down): 6.351 / 7.791 eV
- Energy relative to the best compared isomer or geometry (same formula, charge and spin): 23.66 kcal per mole